(1)
{"formula": "C5H8O", "method": "wB97M-V/def2-TZVPD", "elements": ["C", "C", "C", "C", "C", "O", "H", "H", "H", "H", "H", "H", "H", "H"], "xyz": [[2.5021, 0.3089, -0.5883], [1.1928, 0.4655, 0.0282], [0.0856, 0.6082, 0.5831], [-0.5906, -0.4227, -0.3366], [-2.2272, -0.3463, 0.5080], [-2.2131, 0.5477, 1.4292], [3.2225, 0.9353, -0.0491], [2.8421, -0.7301, -0.5276], [2.4891, 0.6243, -1.6364], [-0.7375, -0.1102, -1.3708], [-0.2461, -1.4540, -0.2595], [-2.8487, -0.1552, -0.3891], [-2.2989, -1.4080, 0.8186], [-0.7304, 0.9818, 1.3162]], "mulliken_charge": [-1.32, 0.28, 0.09, -0.73, -0.24, -0.67, 0.32, 0.31, 0.31, 0.34, 0.36, 0.25, 0.25, 0.46], "relative_energy_kcal_mol": 123.4, "homo_energy_ev": -8.42, "total_energy_ev": -7356.905, "total_charge": 0, "e_lumo_ev": 0.46, "fmax_ev_per_a": 0.6}

(2)
{"formula": "C41H43F6N11O4Pb", "method": "wB97M-V/def2-TZVPD", "elements": ["Pb", "O", "C", "C", "C", "C", "C", "C", "C", "O", "N", "N", "C", "C", "C", "C", "C", "C", "N", "H", "H", "H", "H", "H", "H", "H", "H", "H", "H", "N", "C", "C", "N", "H", "H", "H", "H", "H", "H", "H", "H", "N", "C", "C", "C", "C", "C", "N", "C", "H", "H", "H", "H", "C", "C", "N", "C", "C", "C", "O", "C", "C", "C", "C", "N", "C", "H", "H", "H", "H", "H", "H", "H", "H", "H", "H", "H", "H", "H", "H", "N", "C", "C", "C", "C", "C", "N", "C", "H", "H", "H", "H", "C", "C", "O", "C", "F", "F", "F", "C", "F", "F", "F", "H", "H", "H"], "xyz": [[-0.0619, -0.1349, 0.2078], [-0.5227, -4.8057, 1.5825], [-1.7875, -5.0028, 1.1439], [-2.2430, -6.3144, 1.0386], [-3.5065, -6.5709, 0.5455], [-4.3423, -5.5268, 0.1583], [-3.9045, -4.2254, 0.2933], [-2.6315, -3.9381, 0.7930], [-2.1753, -2.5342, 0.9512], [-0.9326, -2.3274, 1.2354], [-3.0929, -1.5985, 0.8072], [-2.5399, -0.3578, 0.8826], [-3.2813, 0.6154, 1.2289], [-2.6922, 1.9489, 1.4099], [-3.5064, 3.0441, 1.6661], [-2.9193, 4.2804, 1.8817], [-1.5411, 4.3852, 1.8303], [-0.7991, 3.2416, 1.5569], [-1.3558, 2.0531, 1.3553], [-0.3907, -3.8254, 1.5606], [-1.5833, -7.1152, 1.3435], [-3.8463, -7.5952, 0.4570], [-5.3257, -5.7320, -0.2419], [-4.5374, -3.3921, 0.0220], [-4.3365, 0.4606, 1.4527], [-4.5812, 2.9203, 1.6934], [-3.5307, 5.1491, 2.0892], [-1.0383, 5.3273, 1.9894], [0.2774, 3.2857, 1.4518], [1.9286, 0.7179, -1.5219], [3.1655, -0.0551, -1.4721], [2.8812, -1.5495, -1.3863], [2.1437, -1.8534, -0.1548], [1.6185, 0.8489, -2.4779], [2.0976, 1.6552, -1.0961], [3.7098, 0.2466, -0.5710], [3.8214, 0.1395, -2.3276], [3.8297, -2.0955, -1.4618], [2.2594, -1.8467, -2.2350], [2.7499, -1.7608, 0.6531], [1.7820, -2.8003, -0.1547], [2.8973, -3.3712, 5.5377], [2.7928, -2.4082, 4.9210], [2.6862, -1.2082, 4.1377], [3.6145, -0.1784, 4.2804], [3.4928, 0.9392, 3.4789], [2.4593, 0.9933, 2.5521], [1.5612, 0.0120, 2.4316], [1.6640, -1.0635, 3.2060], [4.4087, -0.2670, 5.0097], [4.1868, 1.7639, 3.5612], [2.3558, 1.8291, 1.8601], [0.9044, -1.8289, 3.0816], [2.1563, -5.6025, -0.6512], [1.7858, -5.4994, -2.1264], [0.5375, -6.1717, -2.4581], [0.5388, -7.6351, -2.4719], [-0.0983, -8.2626, -1.2410], [-0.6117, -5.5524, -2.8243], [-1.6221, -6.1647, -3.1265], [-0.6034, -4.0511, -2.9403], [-0.8236, -3.4931, -4.1912], [-0.8234, -2.1155, -4.3201], [-0.6251, -1.3475, -3.1861], [-0.4648, -1.8690, -1.9694], [-0.4565, -3.1978, -1.8557], [3.0334, -4.9856, -0.4434], [2.4059, -6.6276, -0.3765], [1.3311, -5.2785, -0.0137], [2.5775, -5.9416, -2.7382], [1.7098, -4.4542, -2.4226], [1.5786, -7.9508, -2.5740], [-0.0057, -7.9564, -3.3603], [0.3937, -7.9312, -0.3266], [-0.0240, -9.3493, -1.2999], [-1.1499, -7.9867, -1.1899], [-0.9842, -4.1369, -5.0464], [-0.9723, -1.6409, -5.2800], [-0.5856, -0.2670, -3.2514], [-0.3096, -3.5926, -0.8553], [-5.3174, 1.6186, -4.2581], [-4.3389, 1.8977, -3.7258], [-3.1091, 2.2440, -3.0684], [-2.5095, 3.4846, -3.2713], [-1.3269, 3.7618, -2.6140], [-0.7732, 2.7894, -1.7924], [-1.3421, 1.5967, -1.6068], [-2.4910, 1.3332, -2.2188], [-2.9668, 4.2056, -3.9355], [-0.8292, 4.7136, -2.7247], [0.1569, 2.9713, -1.2605], [-2.9455, 0.3676, -2.0220], [4.6448, 3.3914, -0.3798], [3.2163, 3.9673, -0.3338], [2.2694, 3.0436, -0.0481], [2.9290, 4.6081, -1.7157], [3.8451, 5.5083, -2.1093], [1.7314, 5.2248, -1.7679], [2.8969, 3.6465, -2.6630], [3.2087, 5.0796, 0.7490], [2.0195, 5.6919, 0.8709], [3.4781, 4.5266, 1.9521], [4.1209, 6.0487, 0.5587], [4.7449, 2.7518, -1.2557], [4.7838, 2.7805, 0.5110], [5.4126, 4.1636, -0.4151]], "mulliken_charge": [2.91, -0.74, 0.56, -0.73, -0.27, -0.95, -0.53, -0.12, 0.82, -0.28, -1.37, 0.83, -1.24, 1.13, -0.99, -0.43, -0.95, -0.35, 0.28, 0.09, 0.55, 0.43, 0.41, 0.47, 0.33, 0.47, 0.43, 0.54, 0.41, 0.51, -0.90, -0.46, -0.09, 0.17, -0.34, 0.25, 0.40, 0.37, 0.21, 0.24, -0.27, -0.50, -0.09, 0.39, -0.47, -0.92, -0.48, 0.10, -0.58, 0.51, 0.54, 0.56, 0.61, -0.89, -0.64, 0.29, -0.99, -0.87, 0.33, -0.65, 0.09, -0.82, -1.38, -0.71, 0.81, -0.60, 0.39, 0.44, 0.07, 0.37, 0.32, 0.44, 0.46, 0.19, 0.47, 0.17, 0.56, 0.51, 0.61, 0.86, -0.50, -0.14, 0.10, -0.54, -1.13, -0.32, 0.63, -0.57, 0.53, 0.61, 0.46, 0.51, -1.99, 0.68, -0.25, 0.63, -0.30, -0.25, -0.26, 0.55, -0.25, -0.26, -0.29, 0.37, 0.29, 0.41], "relative_energy_kcal_mol": 0.0, "homo_energy_ev": -8.03, "total_energy_ev": -89351.079, "total_charge": 0, "e_lumo_ev": -0.41, "fmax_ev_per_a": 0.3}

(3)
{"formula": "C30H38GeIN3O3PtSe", "method": "wB97M-V/def2-TZVPD", "elements": ["Pt", "C", "C", "O", "C", "C", "C", "N", "N", "C", "O", "C", "C", "C", "C", "C", "C", "H", "H", "H", "H", "H", "H", "H", "H", "H", "H", "H", "H", "I", "C", "C", "C", "C", "N", "C", "H", "H", "H", "H", "C", "Ge", "C", "C", "C", "Se", "C", "H", "H", "H", "H", "H", "H", "H", "H", "H", "H", "H", "H", "H", "H", "C", "C", "O", "C", "C", "C", "C", "C", "C", "H", "H", "H", "H", "H", "H", "H", "H"], "xyz": [[0.2853, 2.2363, 0.1904], [0.0500, 6.2934, -1.0846], [-0.1502, 5.0398, -0.3179], [0.3754, 3.9995, -0.7422], [-0.9721, 5.1236, 0.9005], [-1.3225, 4.1772, 1.7857], [-2.1924, 4.4484, 2.9643], [-0.8544, 2.8319, 1.6199], [-1.2190, 2.0206, 2.5057], [-0.6982, 0.7119, 2.2558], [-0.0129, 0.5188, 1.2268], [-0.9881, -0.3059, 3.2144], [-1.7737, -0.0249, 4.3477], [-2.0363, -1.0305, 5.2538], [-1.5211, -2.3048, 5.0379], [-0.7383, -2.5881, 3.9181], [-0.4672, -1.5972, 3.0032], [0.6248, 6.1077, -1.9862], [0.5714, 7.0173, -0.4512], [-0.9191, 6.7337, -1.3308], [-1.3588, 6.1153, 1.0962], [-2.4837, 5.4945, 2.9723], [-1.6685, 4.2126, 3.8910], [-3.0870, 3.8260, 2.9320], [-2.1668, 0.9690, 4.5039], [-2.6389, -0.8297, 6.1282], [-1.7310, -3.0904, 5.7522], [-0.3481, -3.5852, 3.7682], [0.1371, -1.7998, 2.1269], [4.7277, -2.0454, 1.2325], [4.0749, -0.1998, 1.9266], [4.5806, 0.3699, 3.0853], [4.0779, 1.5977, 3.4888], [3.0951, 2.2037, 2.7240], [2.6131, 1.6603, 1.6055], [3.0964, 0.4817, 1.2191], [5.3477, -0.1302, 3.6611], [4.4459, 2.0799, 4.3837], [2.6890, 3.1667, 3.0129], [2.6776, 0.0565, 0.3144], [-2.8154, -5.0722, -2.5319], [-1.4696, -4.4526, -1.2648], [0.0697, -5.6498, -1.2280], [-2.2057, -4.2820, 0.5413], [-0.9434, -2.6050, -1.7675], [0.6767, -1.9824, -0.8756], [1.9638, -2.7340, -2.1235], [-3.1446, -6.0759, -2.2619], [-2.4086, -5.1121, -3.5422], [-3.6888, -4.4201, -2.5350], [-0.2317, -6.5874, -0.7590], [0.8881, -5.2336, -0.6398], [0.4292, -5.8807, -2.2307], [-2.3441, -5.2656, 0.9911], [-3.1729, -3.7779, 0.5246], [-1.5258, -3.7110, 1.1757], [-1.7419, -1.9381, -1.4328], [-0.8242, -2.4522, -2.8407], [1.8448, -3.8118, -2.1871], [2.9575, -2.5057, -1.7419], [1.8260, -2.2893, -3.1078], [2.8381, 0.9683, -3.0600], [1.4901, 1.2162, -2.4626], [1.5032, 1.5056, -1.2482], [0.2783, 1.0772, -3.2633], [-0.9775, 0.9323, -2.6605], [-2.1094, 0.7647, -3.4300], [-2.0068, 0.7370, -4.8174], [-0.7689, 0.8633, -5.4306], [0.3696, 1.0231, -4.6604], [3.6093, 1.2089, -2.3346], [2.9890, 1.5581, -3.9629], [2.9124, -0.0845, -3.3417], [-1.0519, 0.9071, -1.5820], [-3.0743, 0.6400, -2.9572], [-2.8951, 0.6052, -5.4211], [-0.6905, 0.8350, -6.5085], [1.3237, 1.1200, -5.1577]], "mulliken_charge": [1.32, -1.54, 0.98, -0.61, -1.01, 1.12, -1.38, 0.83, -0.62, 0.07, -0.17, 0.55, -0.20, -0.85, -0.37, -0.93, -0.54, 0.29, 0.40, 0.45, 0.43, 0.42, 0.35, 0.35, 0.51, 0.44, 0.43, 0.51, 0.60, 0.14, -0.77, -0.17, -0.81, -0.17, 0.10, 0.17, 0.44, 0.42, 0.42, 0.19, -1.17, 0.70, -1.27, -0.90, -1.11, 0.09, -1.01, 0.38, 0.36, 0.36, 0.41, 0.36, 0.35, 0.42, 0.36, 0.01, 0.32, 0.52, 0.31, 0.30, 0.25, -1.60, 0.79, -0.54, 1.19, -0.03, -1.07, -0.45, -0.92, -0.59, 0.31, 0.53, 0.33, 0.52, 0.47, 0.44, 0.45, 0.36], "relative_energy_kcal_mol": 24.6, "homo_energy_ev": -12.34, "total_energy_ev": -175533.341, "total_charge": 2, "e_lumo_ev": -8.62, "fmax_ev_per_a": 0.3}

(4)
{"formula": "C30H64LuN7O2Si", "method": "wB97M-V/def2-TZVPD", "elements": ["Lu", "N", "C", "C", "C", "N", "C", "C", "N", "C", "H", "H", "H", "H", "H", "H", "H", "H", "H", "H", "H", "H", "H", "H", "H", "H", "O", "N", "N", "O", "C", "C", "C", "C", "C", "C", "H", "H", "H", "H", "H", "C", "N", "C", "C", "C", "N", "C", "C", "H", "H", "H", "H", "H", "H", "H", "H", "H", "H", "H", "H", "H", "H", "H", "H", "C", "C", "C", "C", "Si", "C", "C", "C", "C", "C", "C", "C", "C", "H", "H", "H", "H", "H", "H", "H", "H", "H", "H", "H", "H", "H", "H", "H", "H", "H", "H", "H", "H", "H", "H", "H", "H", "H", "H", "H"], "xyz": [[0.2097, -0.4527, 0.3235], [-3.9017, 3.1788, 3.4823], [-2.7071, 2.7384, 2.6209], [-1.6510, 2.0978, 3.4970], [-2.0025, 0.7034, 4.0411], [-0.8249, -0.1537, 3.8842], [-3.1785, 0.0675, 3.3016], [-3.2602, 0.3411, 1.8035], [-2.2603, -0.4382, 1.0075], [-3.1735, 1.8464, 1.4778], [-3.5978, 3.7897, 4.2440], [-4.3883, 2.3846, 3.9019], [-4.5828, 3.6942, 2.9200], [-2.3354, 3.6818, 2.2200], [-1.3376, 2.7768, 4.2930], [-0.7908, 1.9777, 2.8437], [-2.2840, 0.7975, 5.0994], [-0.9734, -1.0163, 4.3994], [-0.0066, 0.2832, 4.2998], [-4.1209, 0.4169, 3.7408], [-3.1957, -1.0085, 3.4953], [-4.2456, -0.0084, 1.4811], [-2.5776, -0.3675, 0.0376], [-2.4143, -1.4166, 1.2454], [-4.1263, 2.2090, 1.0844], [-2.4457, 1.9970, 0.6809], [-0.3428, 1.7293, 0.3357], [0.3489, 2.6622, 0.9016], [1.2684, 2.1695, 1.6150], [1.3952, 0.8749, 1.6909], [2.0897, 3.0320, 2.4298], [2.1651, 4.3820, 2.1224], [2.9446, 5.1925, 2.9306], [3.6292, 4.6582, 4.0160], [3.5389, 3.3046, 4.2967], [2.7648, 2.4727, 3.4985], [1.6483, 4.7849, 1.2645], [3.0269, 6.2449, 2.7003], [4.2420, 5.2982, 4.6340], [4.0766, 2.8863, 5.1357], [2.6926, 1.4154, 3.6988], [3.3612, -1.3766, -0.3472], [2.7269, -1.3963, 0.9812], [3.6257, -0.6631, 1.8926], [2.6333, -2.7742, 1.4842], [1.4650, -3.4852, 0.8573], [0.1731, -2.8181, 1.1368], [-0.1553, -2.9471, 2.5668], [-0.8475, -3.5519, 0.3572], [4.3413, -1.8684, -0.3237], [3.5043, -0.3418, -0.6553], [2.7383, -1.8741, -1.0901], [4.5973, -1.1698, 1.9336], [3.1983, -0.6400, 2.8921], [3.7740, 0.3545, 1.5499], [2.5458, -2.7422, 2.5706], [3.5527, -3.3346, 1.2681], [1.4175, -4.5249, 1.2043], [1.5862, -3.5228, -0.2262], [-0.0321, -3.9859, 2.8933], [-1.1924, -2.6565, 2.7304], [0.4809, -2.3055, 3.1717], [-0.9004, -4.5980, 0.6754], [-0.5902, -3.5164, -0.6993], [-1.8342, -3.1101, 0.4912], [1.5638, -2.9959, -3.2341], [0.2876, -2.2907, -3.7089], [0.4456, -2.0071, -5.2129], [-0.8375, -3.3341, -3.6019], [-0.0774, -0.6754, -2.6551], [-1.9772, -0.2277, -2.9294], [-2.8777, -1.2599, -2.2262], [-2.2606, 1.1515, -2.3243], [-2.4548, -0.1689, -4.3896], [1.0658, 0.7723, -3.3353], [0.5741, 1.4122, -4.6411], [2.5019, 0.2792, -3.5743], [1.1950, 1.9016, -2.3076], [1.7597, -3.8700, -3.8610], [1.4523, -3.3633, -2.2089], [2.4523, -2.3666, -3.2753], [0.5298, -2.9586, -5.7474], [1.3375, -1.4329, -5.4527], [-0.4097, -1.4794, -5.6317], [-0.4890, -4.2791, -4.0263], [-1.7222, -3.0461, -4.1669], [-1.1582, -3.5367, -2.5786], [-2.4459, -1.6651, -1.3034], [-3.0726, -2.1312, -2.8465], [-3.8562, -0.8227, -1.9917], [-1.8996, 1.2668, -1.3001], [-3.3404, 1.3430, -2.3271], [-1.7934, 1.9543, -2.8948], [-2.3807, -1.1331, -4.8886], [-1.9012, 0.5569, -4.9818], [-3.5093, 0.1249, -4.4211], [0.4116, 0.6892, -5.4376], [1.3215, 2.1268, -4.9999], [-0.3527, 1.9700, -4.5014], [2.5955, -0.3987, -4.4191], [2.9190, -0.2236, -2.7030], [3.1437, 1.1402, -3.7856], [0.2474, 2.3571, -2.0267], [1.8413, 2.6887, -2.7091], [1.6857, 1.5537, -1.3845]], "mulliken_charge": [1.62, -0.09, -0.93, 0.24, 0.15, -0.40, -1.95, 0.31, -0.48, -0.08, 0.41, 0.29, 0.42, 0.63, 0.61, -0.92, 0.29, 0.44, 0.17, 0.31, 0.74, 0.77, -0.48, 0.12, 0.36, -0.64, 0.20, -1.55, 1.23, -0.44, 0.40, -0.55, -0.64, -0.58, -0.87, 0.03, 0.51, 0.43, 0.43, 0.43, 0.20, -1.48, 1.09, -1.34, -1.30, -0.12, 0.61, -1.13, -1.44, 0.48, 0.37, 0.19, 0.49, 0.21, 0.37, 0.52, 0.45, 0.45, -0.50, 0.37, 0.31, 0.23, 0.49, 0.29, 0.27, -1.95, 2.74, -1.76, -1.94, -1.11, 2.71, -1.89, -2.75, -1.70, 3.05, -1.94, -2.04, -1.72, 0.64, 0.23, 0.35, 0.57, 0.30, 0.31, 0.61, 0.34, 0.31, 0.26, 0.49, 0.48, 1.03, 0.61, 0.29, 0.36, 0.31, 0.56, 0.28, 0.56, 0.44, 0.35, 0.10, 0.57, 0.21, 0.70, 0.00], "relative_energy_kcal_mol": 0.0, "homo_energy_ev": -11.78, "total_energy_ev": -88158.774, "total_charge": 2, "e_lumo_ev": -5.31, "fmax_ev_per_a": 1.2}

(5)
{"formula": "C7H17NO", "method": "wB97M-V/def2-TZVPD", "elements": ["C", "C", "N", "C", "C", "C", "O", "H", "H", "H", "H", "H", "H", "H", "H", "H", "H", "H", "C", "C", "H", "H", "H", "H", "H", "H"], "xyz": [[-1.3224, -2.0841, 0.1457], [-0.6963, -0.8125, -0.7200], [0.6544, -1.1114, -0.8886], [0.8863, -1.7958, -2.3059], [1.8128, -0.8998, -0.1908], [1.9104, -0.1070, 0.9691], [2.7184, -1.3813, -0.7952], [-1.1300, -2.2469, 1.1459], [-0.8860, -2.9691, -0.0545], [-2.3092, -1.8375, 0.1377], [-1.3514, -0.7736, -1.6532], [-1.1666, 0.1277, -0.4895], [0.3379, -1.2909, -3.0792], [1.9115, -2.1382, -2.4290], [0.3694, -2.6552, -2.3152], [0.9658, 0.0268, 1.4113], [2.6397, -0.5121, 1.6909], [2.2238, 0.9080, 0.5585], [-0.8791, 2.1481, 0.5744], [-0.9519, 3.2725, 1.6992], [-1.3039, 1.2518, 0.8949], [-1.5857, 2.4185, -0.2425], [0.1890, 1.9753, 0.2198], [-1.2494, 4.1309, 1.2255], [-0.0129, 3.1761, 2.0418], [-1.7749, 3.1798, 2.4490]], "mulliken_charge": [-1.47, 0.14, 0.10, -1.29, 0.90, -1.11, -0.66, 0.39, 0.49, 0.44, 0.22, -0.28, 0.37, 0.35, 0.52, 0.36, 0.33, 0.19, -0.70, -1.09, 0.27, 0.41, 0.18, 0.32, 0.35, 0.27], "relative_energy_kcal_mol": 115.6, "homo_energy_ev": -8.63, "total_energy_ev": -11068.125, "total_charge": 0, "e_lumo_ev": 0.81, "fmax_ev_per_a": 5.1}